(1)
A cluster of 2 separate species, C4H9N2 in total. Source: OMol25; level of theory: ωB97M-V with the def2-TZVPD basis set.

Geometry as ORCA input:
```
! wB97M-V def2-TZVPD RIJCOSX def2/J DEFGRID3
* xyz 1 1
C -0.6572 -2.1363 2.0016
N 0.0481 -1.4453 2.7833
H -1.5973 -1.7178 1.6376
H -0.4173 -3.1320 1.6203
H 0.9330 -1.9131 2.9858
C 0.1674 0.3406 -0.7765
C -0.9659 -0.3256 -0.8955
C 1.2719 2.4227 -1.3035
N 0.2457 1.6644 -1.3129
H 1.1203 -0.0431 -0.4434
H -1.8473 0.1579 -1.2946
H -1.0613 -1.3763 -0.6758
H 1.1767 3.4073 -1.7379
H 2.2120 2.0456 -0.9248
H -0.6288 2.0511 -1.6639
*
```

Properties
HOMO energy in eV: -13.09
Energy relative to the best compared isomer or geometry (same formula, charge and spin) in kJ/mol: 307.75



(2)
The ion C4H9N2 with charge +1 in a non-equilibrium geometry. Source: OMol25; level of theory: ωB97M-V with the def2-TZVPD basis set.

Geometry as ORCA input:
```
! wB97M-V def2-TZVPD RIJCOSX def2/J DEFGRID3
* xyz 1 1
C -1.8065 -0.0262 0.1992
C -0.7225 -0.0312 1.1590
C 0.2850 -0.0306 0.0591
C 1.1032 -1.2161 -0.3166
N -2.6517 -0.0105 -0.6315
N 0.8890 1.2962 -0.2494
H -0.7498 0.8227 1.8398
H -0.7458 -0.9370 1.7666
H 2.0580 -1.2396 0.2202
H 1.3047 -1.2548 -1.3878
H 0.5651 -2.1204 -0.0557
H -2.6933 -0.0960 -1.6349
H 1.8787 1.1430 -0.4853
H 0.8412 1.9277 0.5648
H 0.4448 1.7729 -1.0474
*
```

Properties
HOMO energy in eV: -11.45
Energy relative to the best compared isomer or geometry (same formula, charge and spin) in kJ/mol: 402.76



(3)
A cluster of 2 separate species, C4H9N2 in total in a non-equilibrium geometry. Source: OMol25; level of theory: ωB97M-V with the def2-TZVPD basis set.

Geometry as ORCA input:
```
! wB97M-V def2-TZVPD RIJCOSX def2/J DEFGRID3
* xyz 1 1
C -0.9117 1.3638 -0.0973
C 2.4459 -0.3140 0.7581
C 2.3181 -0.4126 -0.7319
C 1.2787 0.2803 0.0957
N 0.2515 0.8847 -0.0610
N -3.0193 -0.5844 0.1748
H -0.9980 2.3067 -0.4728
H -1.9532 0.5961 0.2029
H 2.3044 -1.1758 1.3808
H 3.2485 0.2223 1.4340
H 2.8596 0.3805 -1.4468
H 1.9849 -1.3637 -1.3168
H -3.7117 0.0192 -0.2802
H -3.4942 -1.0638 0.9106
H -2.6036 -1.1393 -0.5502
*
```

Properties
HOMO energy in eV: -14.16
Energy relative to the best compared isomer or geometry (same formula, charge and spin) in kJ/mol: 446.50



(4)
The ion C4H9N2 with charge +1 in a non-equilibrium geometry. Source: OMol25; level of theory: ωB97M-V with the def2-TZVPD basis set.

Geometry as ORCA input:
```
! wB97M-V def2-TZVPD RIJCOSX def2/J DEFGRID3
* xyz 1 1
C 0.0605 1.4994 -0.3887
C -2.6095 -0.3391 0.4558
C 0.1228 -0.7340 0.4034
C 2.0548 0.0916 -0.3817
N -1.3457 -0.9017 0.5938
N 0.6447 0.3496 -0.2601
H 0.4474 2.1944 -1.1757
H -0.8859 1.5198 0.0903
H -3.3989 -1.0244 0.4426
H -2.5672 0.6955 0.2955
H 0.6360 -1.4588 0.8729
H 2.4749 -0.5652 0.4873
H 2.7130 0.9006 -0.5843
H 2.1928 -0.6692 -1.2450
H -1.3977 -1.7531 1.0505
*
```

Properties
HOMO energy (spin up / spin down) in eV: -12.50 / -12.44
Energy relative to the best compared isomer or geometry (same formula, charge and spin) in kJ/mol: 479.52



(5)
A cluster of 2 separate species, C4H9N2 in total in a non-equilibrium geometry. Source: OMol25; level of theory: ωB97M-V with the def2-TZVPD basis set.

Geometry as ORCA input:
```
! wB97M-V def2-TZVPD RIJCOSX def2/J DEFGRID3
* xyz 1 3
C 1.4727 -0.3351 -1.1146
C 0.8935 0.9237 -1.4048
C -0.0678 1.4951 -0.6920
C -1.0192 2.0420 -0.0361
N -1.0157 -1.2800 1.4597
N 1.0801 -1.1646 -0.2052
H 1.2870 1.4609 -2.2581
H 2.3236 -0.6153 -1.7299
H -0.8499 2.7221 0.7874
H -1.8471 -1.6593 1.0179
H -2.0573 1.8801 -0.2884
H -0.7154 -1.9472 2.1647
H -1.2869 -0.4331 1.9501
H 1.5880 -2.0319 -0.0870
H 0.2146 -1.0573 0.4363
*
```

Properties
HOMO energy (spin up / spin down) in eV: -11.19 / -14.88
Energy relative to the best compared isomer or geometry (same formula, charge and spin) in kJ/mol: 51.04



(6)
The ion C4H9N2 with charge +1 in a non-equilibrium geometry. Source: OMol25; level of theory: ωB97M-V with the def2-TZVPD basis set.

Geometry as ORCA input:
```
! wB97M-V def2-TZVPD RIJCOSX def2/J DEFGRID3
* xyz 1 3
C -1.2304 0.0566 -0.1830
C 0.2500 0.1226 -0.1553
C 0.9231 -1.2112 -0.0645
C 1.2159 1.2003 0.3307
N -0.6634 0.4113 -1.3311
N -2.2444 -0.2005 0.5987
H 0.5162 -1.9205 -0.8350
H 0.8160 -1.6528 0.8684
H 1.9330 -1.0091 -0.2314
H 2.1983 0.9294 0.5923
H 0.8668 1.7480 1.1430
H 1.3760 1.9070 -0.4011
H -0.7263 0.1004 -2.3345
H -2.0494 -0.2400 1.6455
H -3.1815 -0.2415 0.3575
*
```

Properties
HOMO energy (spin up / spin down) in eV: -10.68 / -16.05
Energy relative to the best compared isomer or geometry (same formula, charge and spin) in kJ/mol: 301.63



(7)
The ion C4H9N2 with charge +1 in a non-equilibrium geometry. Source: OMol25; level of theory: ωB97M-V with the def2-TZVPD basis set.

Geometry as ORCA input:
```
! wB97M-V def2-TZVPD RIJCOSX def2/J DEFGRID3
* xyz 1 3
C -0.4594 -0.6316 0.0359
C 1.9612 -0.7921 -0.1367
C -1.6070 0.3036 -0.4572
C 0.9541 1.4026 -0.0104
N -2.7394 -0.0256 -0.0246
N 0.8482 -0.1363 -0.0901
H -0.7378 -1.0920 1.0647
H -0.4908 -1.6083 -0.5512
H 2.0487 -1.8651 -0.4466
H 2.8684 -0.2511 -0.3270
H 1.4201 1.8590 -0.9907
H 0.0226 1.7683 0.1181
H 1.5456 1.7578 0.9291
H -3.4889 0.6380 -0.2891
H -2.9947 -0.8716 0.5810
*
```

Properties
HOMO energy (spin up / spin down) in eV: -9.74 / -15.57
Energy relative to the best compared isomer or geometry (same formula, charge and spin) in kJ/mol: 241.94



(8)
The ion C4H9N2O with charge +1 in a non-equilibrium geometry. Source: OMol25; level of theory: ωB97M-V with the def2-TZVPD basis set.

Geometry as ORCA input:
```
! wB97M-V def2-TZVPD RIJCOSX def2/J DEFGRID3
* xyz 1 1
C 0.0805 -0.2823 -0.9986
C 0.4861 0.2627 1.2223
C 1.7861 -0.1170 0.4358
C -1.7521 0.7552 0.3294
N -0.4223 0.2659 0.0748
N -0.5734 -0.4744 -2.1098
O 2.1407 -1.3679 0.7645
H 0.1572 -0.3598 2.1534
H 0.5119 1.2450 1.6500
H 2.5146 0.7134 -0.0187
H -2.0603 0.5544 1.3295
H -1.9275 1.6528 -0.1130
H -2.4626 0.1392 -0.2144
H -0.0575 -0.7370 -2.8915
H -1.5445 -0.6322 -2.1341
H 3.1231 -1.6182 0.5201
*
```

Properties
HOMO energy (spin up / spin down) in eV: -13.46 / -13.46
Energy relative to the best compared isomer or geometry (same formula, charge and spin) in kJ/mol: 404.99



(9)
The ion C4H9N2O with charge +1 in a non-equilibrium geometry. Source: OMol25; level of theory: ωB97M-V with the def2-TZVPD basis set.

Geometry as ORCA input:
```
! wB97M-V def2-TZVPD RIJCOSX def2/J DEFGRID3
* xyz 1 1
C 1.7859 -0.3282 -0.1222
C 0.9924 0.9712 -0.2148
C 0.5316 -1.1403 0.1432
C -1.4676 0.2629 -0.4124
N -2.8047 0.4602 0.2781
N -0.1970 0.2041 0.2837
O -2.2806 -0.8260 -0.2112
H 2.3725 -0.7277 -1.0412
H 2.5412 -0.2280 0.8357
H 1.3036 1.8855 0.3441
H 0.8433 1.2608 -1.2744
H 0.3370 -1.5978 -0.7837
H 0.3990 -1.7125 0.9440
H -1.3138 0.6575 -1.3706
H -2.8918 0.3816 1.2941
H -0.1510 0.4768 1.3076
*
```

Properties
SMILES string: C1C[NH+]([C@@H]2NO2)C1
HOMO energy in eV: -14.57
Energy relative to the best compared isomer or geometry (same formula, charge and spin) in kJ/mol: 585.62



(10)
A structure of composition C4H9N2O in a non-equilibrium geometry. Source: OMol25; level of theory: ωB97M-V with the def2-TZVPD basis set.

Geometry as ORCA input:
```
! wB97M-V def2-TZVPD RIJCOSX def2/J DEFGRID3
* xyz 1 1
C 0.4891 -0.4930 -1.0962
C 0.2076 1.0040 1.2627
C -1.1335 0.3665 1.7189
C -0.5154 1.0912 -0.0843
N 1.6991 -0.4922 -1.6345
N -0.2853 -1.5614 -1.1008
O -1.5830 0.3579 0.3182
H 0.5361 1.8978 1.6679
H 1.0773 0.4110 1.2124
H -1.0595 -0.5052 2.1937
H -1.8556 0.9584 2.3616
H -0.4985 1.9383 -0.8947
H 2.0841 0.3351 -2.0198
H 2.1076 -1.3879 -1.8134
H -1.1122 -1.4771 -0.4900
H -0.1578 -2.4435 -1.6017
*
```

Properties
HOMO energy in eV: -13.99
Energy relative to the best compared isomer or geometry (same formula, charge and spin) in kJ/mol: 362.26



(11)
A cluster of 2 separate species, C4H9N2O in total in a non-equilibrium geometry. Source: OMol25; level of theory: ωB97M-V with the def2-TZVPD basis set.

Geometry as ORCA input:
```
! wB97M-V def2-TZVPD RIJCOSX def2/J DEFGRID3
* xyz 1 1
C 0.1803 -2.4413 0.9938
C 0.6278 -1.1364 0.6873
C 2.1231 -2.1858 1.9581
N 1.2117 -3.0943 1.6765
N 1.7643 -1.0521 1.3992
C 0.0000 0.0000 0.0000
H -0.7926 -2.8774 0.7670
H 3.0462 -2.1789 2.5378
H 1.1562 -4.0469 2.0798
H 2.3141 -0.1812 1.5118
H 0.4464 0.9810 0.2343
H -1.0408 -0.0092 0.3650
H -0.0102 -0.1293 -1.0954
O 1.9247 -5.4554 4.1705
H 2.8784 -5.6949 4.2088
H 1.5195 -5.9280 4.9325
*
```

Properties
HOMO energy in eV: -13.80
Energy relative to the best compared isomer or geometry (same formula, charge and spin) in kJ/mol: 45.32



(12)
The ion C4H9N2O with charge +1 in a non-equilibrium geometry. Source: OMol25; level of theory: ωB97M-V with the def2-TZVPD basis set.

Geometry as ORCA input:
```
! wB97M-V def2-TZVPD RIJCOSX def2/J DEFGRID3
* xyz 1 1
C -0.0936 -0.4908 -0.5251
C -0.8262 0.1178 0.5342
C 3.1963 0.4230 0.4504
C -3.0814 -0.0613 -0.3503
N 1.9117 -0.1450 0.3874
N 1.2438 0.0705 -0.6223
O -2.0866 0.2849 0.6478
H -0.1343 -1.5659 -0.1603
H -0.5536 -0.1792 -1.5348
H -0.0858 0.2898 1.2798
H 3.5517 0.5068 1.6142
H 3.2113 1.4867 0.0199
H 4.0396 -0.1782 -0.1239
H -4.0446 0.3084 0.0814
H -3.2960 -1.1543 -0.3000
H -2.9522 0.2868 -1.3984
*
```

Properties
HOMO energy in eV: -13.75
Energy relative to the best compared isomer or geometry (same formula, charge and spin) in kJ/mol: 553.40



(13)
A cluster of 2 separate species, C4H9N2O in total in a non-equilibrium geometry. Source: OMol25; level of theory: ωB97M-V with the def2-TZVPD basis set.

Geometry as ORCA input:
```
! wB97M-V def2-TZVPD RIJCOSX def2/J DEFGRID3
* xyz 1 1
C -1.8500 0.7360 0.4162
C -2.3262 -0.2588 -0.4072
C -0.5927 0.2199 0.8389
C 0.5850 -1.9060 0.1747
N -0.4358 -0.9430 0.2990
N 0.8121 1.2818 -0.4618
O -1.4727 -1.2603 -0.4649
H -2.4655 1.4591 0.8607
H -3.2754 -0.2435 -0.8892
H 0.2887 1.8912 -1.1918
H 0.7790 -2.3496 -0.7923
H 1.6178 -1.4269 0.3720
H 0.3073 -2.7429 0.8539
H 1.5655 1.8123 0.1037
H 1.2964 0.7301 -1.0977
H 0.1298 0.7155 1.5388
*
```

Properties
HOMO energy (spin up / spin down) in eV: -14.04 / -14.04
Energy relative to the best compared isomer or geometry (same formula, charge and spin) in kJ/mol: 396.43



(14)
A cluster of 2 separate species, C4H9N2O in total in a non-equilibrium geometry. Source: OMol25; level of theory: ωB97M-V with the def2-TZVPD basis set.

Geometry as ORCA input:
```
! wB97M-V def2-TZVPD RIJCOSX def2/J DEFGRID3
* xyz 1 1
C 0.2233 -0.7209 1.6693
C -0.3002 0.4937 0.8597
C 0.3759 1.6127 0.4705
N 0.0128 1.8233 -0.8740
C -1.0211 1.0117 -1.1642
N -1.2348 0.2654 -0.1206
H -0.7020 -1.2926 2.1092
H 0.9206 -1.2246 0.9233
H 0.6750 -0.3455 2.4908
H 1.1401 2.0372 1.0273
H 0.6867 2.0411 -1.5877
H -1.3953 0.8840 -2.1694
H -1.8006 -0.5231 0.0163
H 1.2757 -1.7187 -1.7138
H 0.5099 -2.6513 -0.9045
O 0.6339 -1.6925 -1.0323
*
```

Properties
HOMO energy in eV: -13.87
Energy relative to the best compared isomer or geometry (same formula, charge and spin) in kJ/mol: 168.10



(15)
A cluster of 2 separate species, C4H9N2O in total in a non-equilibrium geometry. Source: OMol25; level of theory: ωB97M-V with the def2-TZVPD basis set.

Geometry as ORCA input:
```
! wB97M-V def2-TZVPD RIJCOSX def2/J DEFGRID3
* xyz 1 1
C -1.1408 0.8939 -0.9097
C -0.9745 -0.5696 -0.6106
C -0.4707 -1.1341 0.5600
N 0.2287 -2.2503 0.1000
C 0.0369 -2.4511 -1.1956
N -0.7679 -1.5093 -1.7047
H -0.3745 1.4197 -0.3793
H -2.0744 1.3922 -0.5168
H -1.0009 1.1173 -1.9474
H -1.0760 -1.2715 1.5298
H 0.9364 -2.8334 0.7144
H 0.6366 -3.2480 -1.6749
H -1.5545 -1.4877 -2.3756
H 1.8715 3.9550 2.4014
H 3.2526 4.1678 2.7941
O 2.4715 3.8091 3.2149
*
```

Properties
HOMO energy in eV: -13.57
Energy relative to the best compared isomer or geometry (same formula, charge and spin) in kJ/mol: 266.04